Density functional theory data (ωB97M-V/def2-TZVPD) for one molecule with the formula C3H5N3 at a distorted geometry.

ORCA input file:
```
! wB97M-V def2-TZVPD RIJCOSX def2/J DEFGRID3
* xyz 0 1
N -1.7715 -0.0698 0.1982
C -0.3948 0.0201 0.0561
C 0.5845 -0.9044 0.0046
C 1.8232 -0.0544 -0.1579
N 1.5384 1.2269 -0.1520
N 0.1722 1.2456 -0.0922
H -2.0901 -1.0273 0.2605
H -2.2384 0.4048 -0.5621
H 0.4314 -1.9982 0.0526
H 2.2347 -0.9420 0.2158
H -0.2898 2.0985 0.1764
*
```

The LUMO energy comes out at 0.869 eV. As for the SMILES: Nc1ccn[nH]1.

natural (NBO) population analysis, charges in e, atoms 1 to 4: -0.82 0.31 -0.42 -0.11



Density functional theory data (ωB97M-V/def2-TZVPD) for one molecule with the formula C3H5N3 at a distorted geometry.

ORCA input file:
```
! wB97M-V def2-TZVPD RIJCOSX def2/J DEFGRID3
* xyz 0 1
C -0.6831 0.0557 -1.5523
N 0.1505 0.8169 -0.6437
C 0.3513 0.3349 0.5141
N -0.1240 -0.8462 1.0554
C 1.1523 1.1247 1.4480
N 1.7874 1.7113 2.2163
H -1.1567 0.7475 -2.2542
H -0.0701 -0.6405 -2.1411
H -1.4736 -0.5161 -1.0430
H -0.2497 -1.6285 0.4313
H 0.2137 -1.0988 1.9709
*
```

The LUMO energy comes out at 0.667 eV. As for the SMILES: C/N=C(\N)C#N.

natural (NBO) population analysis, charges in e, atoms 1 to 4: -0.46 -0.40 0.32 -0.82



Density functional theory data (ωB97M-V/def2-TZVPD) for one molecule with the formula C3H5N3 at a distorted geometry.

ORCA input file:
```
! wB97M-V def2-TZVPD RIJCOSX def2/J DEFGRID3
* xyz 0 1
C 1.6424 -0.3255 0.0990
N 0.4037 -0.8791 -0.4144
C -0.6521 -0.2128 -0.1798
N -0.7926 1.0278 0.4174
C -1.9226 -0.8446 -0.5205
N -2.9434 -1.3144 -0.7930
H 2.4944 -0.9303 -0.2281
H 1.8480 0.7165 -0.2095
H 1.5798 -0.3741 1.1842
H 0.0093 1.6398 0.3747
H -1.6738 1.5008 0.2706
*
```

The LUMO energy comes out at 0.648 eV. As for the SMILES: C/N=C(\N)C#N.

natural (NBO) population analysis, charges in e, atoms 1 to 4: -0.46 -0.41 0.32 -0.81



Density functional theory data (ωB97M-V/def2-TZVPD) for one molecule with the formula C3H5N3.

ORCA input file:
```
! wB97M-V def2-TZVPD RIJCOSX def2/J DEFGRID3
* xyz 0 1
C -1.6463 -0.3222 -0.0164
C -0.1807 -0.0283 0.0644
N 0.6755 -1.0114 0.3617
N 1.8552 -0.4501 0.2358
N 1.8702 0.8155 -0.1286
C 0.5779 1.1283 -0.2231
H -2.0745 -0.7532 0.8937
H -2.2132 0.5636 -0.2930
H -1.8045 -1.0566 -0.8044
H 2.6834 -1.0095 0.3701
H 0.2707 2.1430 -0.4674
*
```

The LUMO energy comes out at 1.165 eV. As for the SMILES: Cc1cn[nH]n1.

natural (NBO) population analysis, charges in e, atoms 1 to 4: -0.64 0.08 -0.25 -0.15



Density functional theory data (ωB97M-V/def2-TZVPD) for one molecule with the formula C3H5N3 at a distorted geometry.

ORCA input file:
```
! wB97M-V def2-TZVPD RIJCOSX def2/J DEFGRID3
* xyz 0 1
N 1.2436 -1.3364 -0.4054
C 0.3597 -0.2989 -0.1913
C 0.0408 0.4298 0.9625
N -0.7558 1.5025 0.6220
N -1.2269 1.2941 -0.6318
C -0.8361 0.0192 -0.8504
H 1.0093 -2.0594 -1.0682
H 2.2329 -1.2253 -0.2326
H 0.0464 -0.0092 1.9458
H -0.5550 2.4385 0.9646
H -1.5590 -0.7550 -1.1151
*
```

The LUMO energy comes out at 1.006 eV. As for the SMILES: Nc1cn[nH]c1.

natural (NBO) population analysis, charges in e, atoms 1 to 4: -0.82 0.11 -0.15 -0.37



Density functional theory data (ωB97M-V/def2-TZVPD) for one molecule with the formula C3H5N3.

ORCA input file:
```
! wB97M-V def2-TZVPD RIJCOSX def2/J DEFGRID3
* xyz 0 1
N 0.1941 1.0573 1.4687
C -0.1214 0.2749 0.3254
C -0.7299 -1.0624 0.3213
C -0.2169 -1.5251 -0.9327
N 0.6606 -0.7189 -1.5378
N 0.7863 0.3344 -0.7761
H -0.1353 0.5698 2.2942
H -0.2289 1.9777 1.4437
H -1.1595 0.4693 -0.1349
H -0.4370 -2.4712 -1.4128
H 1.3878 1.0942 -1.0591
*
```

The LUMO energy comes out at 0.104 eV.

natural (NBO) population analysis, charges in e, atoms 1 to 4: -0.82 -0.04 -0.15 -0.20



Density functional theory data (ωB97M-V/def2-TZVPD) for one molecule with the formula C3H5N3.

ORCA input file:
```
! wB97M-V def2-TZVPD RIJCOSX def2/J DEFGRID3
* xyz 0 1
N 0.9181 -1.1486 1.1569
C 0.1757 -0.3156 0.2777
C 0.7225 0.7638 -0.3715
N -0.2602 1.3231 -1.1035
N -1.4404 0.6670 -0.9895
C -1.1789 -0.3259 -0.1474
H 0.8199 -2.1296 0.9271
H 0.6440 -1.0161 2.1234
H 1.7357 1.1359 -0.3416
H -0.1419 2.1379 -1.6889
H -1.9698 -1.0213 0.1219
*
```

The LUMO energy comes out at 1.085 eV. As for the SMILES: Nc1cn[nH]c1.

natural (NBO) population analysis, charges in e, atoms 1 to 4: -0.83 0.00 -0.06 -0.34



Density functional theory data (ωB97M-V/def2-TZVPD) for a 2-piece molecular cluster, C3H5N3 overall at a distorted geometry.

ORCA input file:
```
! wB97M-V def2-TZVPD RIJCOSX def2/J DEFGRID3
* xyz 0 1
C 0.0103 1.8511 -0.2241
N 0.1553 0.6055 -0.9498
C 0.7417 -0.4058 -0.6406
N 1.2057 -1.5240 -0.3814
C -1.3923 -1.8254 1.0034
N -1.9187 -0.8194 1.2096
H -0.4467 2.5898 -0.8846
H -0.6366 1.7050 0.6461
H 0.9834 2.2287 0.1067
H 2.1659 -1.6714 -0.6715
H -0.8680 -2.7342 0.7863
*
```

The LUMO energy comes out at 0.934 eV. As for the SMILES: CN=C=N.C#N.

natural (NBO) population analysis, charges in e, atoms 1 to 4: -0.42 -0.48 0.67 -0.78



Density functional theory data (ωB97M-V/def2-TZVPD) for C3H5N3 as an isolated structure at a distorted geometry.

ORCA input file:
```
! wB97M-V def2-TZVPD RIJCOSX def2/J DEFGRID3
* xyz 0 1
C -1.8946 -0.3043 -0.0377
N -0.3822 -0.0737 0.1048
C 1.0639 1.1556 0.2346
C 1.9347 0.2048 -0.1002
N 1.5087 -1.0412 -0.4545
N 0.2235 -1.1018 -0.3796
H -2.0917 -1.3094 -0.4607
H -2.3983 -0.2701 0.9327
H -2.3577 0.4192 -0.7095
H 1.4168 1.9044 0.9870
H 2.9951 0.4317 -0.1110
*
```

The LUMO energy comes out at 0.515 eV.

natural (NBO) population analysis, charges in e, atoms 1 to 4: -0.41 -0.20 -0.11 -0.12



Density functional theory data (ωB97M-V/def2-TZVPD) for one molecule with the formula C3H5N3 at a distorted geometry.

ORCA input file:
```
! wB97M-V def2-TZVPD RIJCOSX def2/J DEFGRID3
* xyz 0 1
N 0.7615 1.4477 0.4941
C 0.1278 0.2392 0.1894
C -0.3414 -0.6653 1.0501
C -1.0723 -2.1086 -1.4843
N -0.4563 -1.1076 -1.6070
N 0.0431 0.0754 -1.2202
H 0.8024 1.6088 1.4919
H 0.3594 2.2480 0.0193
H -0.4314 -0.4474 2.1054
H -0.6492 -1.6476 0.7168
H 0.8565 0.3576 -1.7554
*
```

The LUMO energy comes out at 0.809 eV.

natural (NBO) population analysis, charges in e, atoms 1 to 4: -0.82 0.32 -0.56 0.25



Density functional theory data (ωB97M-V/def2-TZVPD) for one molecule with the formula C3H5N3 at a distorted geometry.

ORCA input file:
```
! wB97M-V def2-TZVPD RIJCOSX def2/J DEFGRID3
* xyz 0 1
C -1.6471 -0.3383 0.0665
C -0.1602 -0.1722 0.0259
N 0.7304 -1.1369 0.1923
N 1.9054 -0.5464 -0.1100
N 1.8161 0.7770 -0.3359
C 0.5393 1.0362 -0.2563
H -2.1054 0.6018 0.4001
H -2.0370 -0.5512 -0.9388
H -1.9545 -1.1479 0.7359
H 2.7089 -0.5866 0.5070
H 0.2040 2.0645 -0.2869
*
```

The LUMO energy comes out at 1.097 eV. As for the SMILES: Cc1cn[nH]n1.

natural (NBO) population analysis, charges in e, atoms 1 to 4: -0.64 0.11 -0.24 -0.21



Density functional theory data (ωB97M-V/def2-TZVPD) for a 2-piece molecular cluster, C3H5N3 overall at a distorted geometry.

ORCA input file:
```
! wB97M-V def2-TZVPD RIJCOSX def2/J DEFGRID3
* xyz 0 1
C 0.4054 1.5663 1.2423
C 0.2610 0.4661 0.2644
N 0.4457 0.2163 -0.8849
N 0.7283 -0.2527 -2.0014
N -1.3321 -3.1859 -0.9822
C -1.0272 -2.4455 -0.1512
H -0.5340 1.7058 1.7841
H 1.1599 1.2755 1.9797
H 0.7039 2.5150 0.7842
H -0.0777 -0.1409 -2.6216
H -0.7331 -1.7200 0.5865
*
```

The LUMO energy comes out at 0.411 eV.

natural (NBO) population analysis, charges in e, atoms 1 to 4: -0.68 0.14 -0.01 -0.49



What did we get for HOMO-LUMO gap? Answer: 9.6, 10.7, 10.7, 10.9, 8.8, 8.9, 10.2, 10.9, 10.0, 9.6, 11.1, 9.4 eV, in the order shown.
What did we get for relative energy (zero: lowest compared OMol25 entry of this formula, charge and spin)? Answer: 67.28, 21.02, 21.34, 18.93, 83.53, 93.44, 17.40, 39.08, 103.50, 68.97, 29.40, 86.50 kcal per mole, in the order shown.